(1)
The following is a quantum chemistry calculation of a structure of composition C5H9N3, from OMol25.

Structure (XYZ):
```
17
C5H9N3 (the ωB97M-V functional and the def2-TZVPD basis)
C 1.50863 -1.63089 0.47377
C 0.62731 0.63798 -0.13885
C -0.40009 1.47435 -1.18790
C -1.56693 0.54139 0.72875
C -0.13821 0.04682 0.86460
H 2.35618 -3.26848 0.20951
H 2.15905 -1.09297 1.04446
H 1.60821 0.95377 0.12170
H -0.25597 1.04911 -2.25203
H -0.23769 2.71292 -1.23943
H -1.94512 0.32849 -1.44738
H -1.94156 1.27534 1.56413
H -2.34263 -0.47360 0.28599
H 0.31394 -0.12172 1.75644
N 1.46287 -2.81659 0.03272
N 0.46674 -0.75926 -0.15013
N -1.67472 1.14335 -0.66637
```

Summary:
HOMO (eV): -8.9628
Gap between HOMO and LUMO (eV): 9.90
Net charge: 0
Energy relative to the best compared isomer or geometry (same formula, charge and spin) (kcal/mol): 130.6
LUMO energy (eV): 0.94

***

(2)
The following is a quantum chemistry calculation of a structure of composition C5H9N3, from OMol25.

Structure (XYZ):
```
17
C5H9N3 (the ωB97M-V functional and the def2-TZVPD basis)
C 0.70487 2.13720 0.45576
C 0.97691 0.73935 -0.12275
C -0.59567 -0.58215 -0.90042
C -1.79082 -1.23694 -1.56653
C 0.62757 -0.32897 0.96988
H 0.46982 2.92776 -0.59751
H -0.23386 1.81541 1.09901
H 1.78557 2.45823 0.95092
H 1.95959 0.72288 -0.72746
H -2.75947 0.09446 -1.95867
H -2.35426 -2.03702 -0.51191
H -1.10045 -1.85596 -2.79996
H -1.19556 -1.70314 0.69763
H 0.11334 -0.88009 2.68909
N -0.12956 0.59461 -1.27492
N -0.22920 -1.16736 0.20704
N 0.89849 -0.27203 2.23120
```

Summary:
HOMO (eV): -9.1616
Gap between HOMO and LUMO (eV): 8.74
Net charge: 0
Energy relative to the best compared isomer or geometry (same formula, charge and spin) (kcal/mol): 211.1
LUMO energy (eV): -0.42